Entry from the OMol25 dataset: a cluster of 4 separate species, C40H59NO10 in total in a non-equilibrium geometry (ωB97M-V/def2-TZVPD).

Energy = -64401.356 eV
Net charge = 0
Lowest unoccupied orbital energy = -0.4 eV
SMILES = CCCCCCCc1ccc(CC(=O)N(C)C)c2c1C(=O)c1cccc(COCC)c1C2=O.CCOC(C)=O.CCOC(C)=O.CCOC(C)=O

Each line ends with the Mulliken charge.
Atoms and positions in Å:
C: -2.29704 4.03119 2.58225  -1.219
C: -1.03201 3.98547 3.49129  0.268
C: -0.08686 5.17557 3.26366  -0.859
C: 0.35715 5.37244 1.79036  -0.484
C: 1.82487 4.96311 1.54605  -1.437
C: 2.05015 3.44850 1.75395  0.622
C: 2.08136 2.67546 0.40052  -1.184
C: 1.23528 1.41756 0.36065  1.222
C: 0.39008 1.24078 -0.72629  -1.452
C: -0.38254 0.12070 -0.84851  -0.650
C: -0.41163 -0.89337 0.09200  1.149
C: -1.27381 -2.13522 -0.04460  -0.060
C: -2.51322 -2.02275 -0.93664  -0.039
O: -2.95826 -3.05691 -1.40787  -0.632
N: -3.17693 -0.77294 -1.19559  0.320
C: -4.54475 -0.75680 -0.61882  -1.195
C: -3.33531 -0.62079 -2.66065  -1.119
C: 0.43730 -0.72319 1.16988  0.183
C: 1.24194 0.40505 1.29661  0.506
C: 2.13358 0.49906 2.51091  -0.463
O: 3.27653 0.91482 2.44946  -0.602
C: 1.50537 -0.00283 3.78771  0.800
C: 1.71691 0.64001 4.96616  -0.346
C: 1.11889 0.15306 6.12198  -1.005
C: 0.37160 -0.98566 6.02625  -0.575
C: 0.15602 -1.64827 4.83086  0.576
C: -0.69703 -2.91370 4.86733  -0.835
O: -0.03076 -3.92756 5.61397  -0.450
C: 1.22880 -4.29968 5.06767  0.150
C: 2.43701 -3.86770 5.91379  -1.058
C: 0.71220 -1.14476 3.66931  0.404
C: 0.52586 -1.73392 2.29013  -0.675
O: 0.43425 -2.92733 2.05952  -0.673
H: -2.57801 5.08114 2.43813  0.289
H: -2.02271 3.63518 1.60056  0.262
H: -3.09777 3.44788 3.03889  0.388
H: -1.34169 3.94496 4.54359  0.419
H: -0.54984 3.02016 3.28787  -0.288
H: -0.50569 6.10150 3.67371  0.375
H: 0.83184 4.98967 3.84238  0.368
H: 0.23584 6.42289 1.49441  0.390
H: -0.26601 4.80383 1.08741  0.277
H: 2.06635 5.23074 0.50917  0.396
H: 2.50084 5.53225 2.19608  0.442
H: 3.04291 3.32992 2.20149  0.429
H: 1.35608 3.00525 2.47375  -0.564
H: 3.12305 2.41251 0.18140  0.316
H: 1.73557 3.34477 -0.39474  0.533
H: 0.36047 2.01523 -1.48353  0.320
H: -1.01893 0.04232 -1.72297  0.352
H: -0.64449 -2.90239 -0.51228  0.357
H: -1.56851 -2.56273 0.91734  0.126
H: -4.49405 -0.43611 0.42833  0.236
H: -5.09431 0.03603 -1.13973  0.401
H: -5.11832 -1.69444 -0.76444  0.578
H: -4.28549 -1.06796 -2.99491  0.406
H: -2.54935 -1.14666 -3.21198  0.425
H: -3.37810 0.43652 -2.94188  0.267
H: 2.32747 1.53795 4.99901  0.533
H: 1.26619 0.68949 7.05274  0.428
H: -0.08078 -1.40056 6.92526  0.430
H: -1.63794 -2.69531 5.38502  0.485
H: -0.95738 -3.27894 3.87005  0.191
H: 1.38240 -3.96744 4.03662  -0.071
H: 1.23650 -5.39807 5.03365  0.424
H: 2.64794 -4.58086 6.71733  0.341
H: 2.32793 -2.88218 6.37560  0.232
H: 3.31683 -3.80804 5.26053  0.315
C: 2.64367 -2.57607 -4.57483  -1.017
C: 3.04618 -1.23086 -5.14286  -0.175
O: 2.06621 -0.22561 -4.85463  -0.425
C: 2.05293 0.48472 -3.71620  0.871
C: 2.89953 0.02363 -2.55682  -0.569
O: 1.31380 1.43156 -3.62253  -0.610
H: 2.57843 -2.54873 -3.48660  0.234
H: 3.36669 -3.34199 -4.85740  0.386
H: 1.66069 -2.86662 -4.94809  0.287
H: 4.03627 -0.91645 -4.80956  0.161
H: 3.09062 -1.29438 -6.22952  0.373
H: 2.31037 -0.63529 -1.91799  0.303
H: 3.19886 0.89630 -1.98096  -0.305
H: 3.81515 -0.47827 -2.85887  0.532
C: -9.10390 -5.92393 -0.90644  -0.948
C: -8.81804 -4.75161 -1.82173  -0.398
O: -8.35709 -3.61338 -1.08832  -0.366
C: -7.06994 -3.40954 -0.76321  0.751
C: -6.08346 -4.54319 -0.89526  -0.548
O: -6.74003 -2.34587 -0.30469  -0.627
H: -8.20247 -6.26353 -0.39583  0.272
H: -9.51485 -6.76038 -1.47291  0.351
H: -9.82003 -5.63626 -0.13622  0.295
H: -8.12180 -5.00848 -2.62120  0.374
H: -9.74145 -4.43500 -2.30491  0.304
H: -6.03397 -5.08099 0.05122  0.219
H: -5.10310 -4.12296 -1.11745  0.009
H: -6.31629 -5.23874 -1.69830  0.275
C: 6.60977 4.65600 -6.10516  -0.962
C: 5.73256 3.47287 -6.45809  -0.364
O: 6.08528 2.31255 -5.69859  -0.365
C: 5.59732 2.04812 -4.47530  0.759
C: 4.88236 3.14024 -3.71559  -0.290
O: 5.80234 0.97066 -3.98168  -0.590
H: 6.48440 4.95215 -5.06334  0.277
H: 6.37067 5.51166 -6.73760  0.360
H: 7.66111 4.40138 -6.24207  0.294
H: 4.67001 3.69746 -6.35570  0.328
H: 5.89250 3.20086 -7.50052  0.328
H: 5.60536 3.67421 -3.09940  0.333
H: 4.13704 2.68003 -3.07104  -0.415
H: 4.35253 3.84587 -4.35098  0.301